C5H11N3O in the gas phase in a non-equilibrium geometry, computed with ωB97M-V/def2-TZVPD.

Summary:
Total energy (eV): -11878.3973
Orbital gap (eV): 8.7426
SMILES string: [H]/N=C(/C(C)=C\N)N(C)O
Highest occupied orbital energy (Ha): -0.293

```
! RIJCOSX wB97M-V def2-TZVPD def2/J DEFGRID3
* xyz 0 1
C -0.8414 -0.4752 1.8790
C 1.9866 -0.9390 -1.1109
N -1.2978 -0.4902 0.5033
C -0.4845 -0.6351 -0.6201
C 0.8727 -0.0471 -0.6615
N 0.1646 2.2328 -0.0296
C 1.0585 1.2094 -0.1932
O -2.4245 0.3272 0.2877
N -0.9521 -1.2726 -1.6561
H -2.5875 0.2473 -0.6742
H -1.8566 -1.6711 -1.3862
H -0.8060 1.9409 0.0814
H 0.4486 2.9628 0.6173
H 2.0796 1.5822 -0.0974
H -1.6512 -0.8133 2.5344
H 0.0009 -1.1605 2.0143
H -0.5590 0.5309 2.1988
H 1.7775 -1.3670 -2.0960
H 2.1323 -1.7581 -0.3984
H 2.9393 -0.4044 -1.1926
*
```



A molecular structure, C21H33O5PPdS4Se, computed with ωB97M-V/def2-TZVPD.

Summary:
Total energy (eV): -154008.6998
Orbital gap (eV): 5.1099
Highest occupied orbital energy (Ha): -0.029

```
! RIJCOSX wB97M-V def2-TZVPD def2/J DEFGRID3
* xyz -2 1
Pd 1.0634 0.8543 -2.1899
O -5.2060 0.7599 -5.4932
C -4.1096 0.8858 -4.9817
S -3.4947 2.3622 -4.2645
C -1.9334 1.7642 -3.6661
C -1.7265 0.4441 -3.8848
S -0.3392 -0.5385 -3.4217
S -2.9774 -0.4460 -4.7519
S -0.9377 2.9208 -2.8558
O 4.4628 3.0034 -2.9228
Se 3.7087 1.5634 -2.8355
O 2.8124 1.5531 -1.3032
O 2.2795 1.6184 -3.7577
O 3.3723 -0.8493 -0.2710
C 0.8172 2.6705 3.4471
C 2.0989 1.9383 3.0297
C 2.0098 1.3698 1.6049
C 0.5764 0.9405 1.2994
C -0.3299 2.1897 1.2722
C 0.1687 3.2915 2.2165
P 0.2888 -0.0350 -0.2563
C -1.5202 -0.4549 -0.2417
C -2.4820 0.6646 -0.6405
C -3.7825 0.0435 -1.1631
C -4.1628 -1.2262 -0.3818
C -3.6041 -1.1479 1.0354
C -2.0679 -1.1867 0.9987
C 1.0554 -1.7194 -0.0408
C 1.0610 -2.3520 1.3718
C 2.4565 -2.4156 1.9832
C 3.3913 -3.2798 1.1316
C 3.0603 -3.1794 -0.3664
C 2.4530 -1.8245 -0.7084
H 1.0318 3.4202 4.2142
H 0.1078 1.9658 3.8966
H 2.3249 1.1388 3.7437
H 2.9420 2.6344 3.0695
H 2.7021 0.5367 1.4986
H 2.3197 2.1024 0.8600
H 0.2520 0.2799 2.1163
H -1.3415 1.9064 1.5645
H -0.3930 2.5755 0.2483
H -0.6677 3.9398 2.4913
H 0.8966 3.9251 1.7025
H -1.5214 -1.1497 -1.0905
H -2.0376 1.3167 -1.3921
H -2.7025 1.2980 0.2191
H -3.6738 -0.1871 -2.2251
H -4.5843 0.7835 -1.0831
H -3.7458 -2.1105 -0.8750
H -5.2476 -1.3639 -0.3726
H -3.9771 -1.9611 1.6657
H -3.9456 -0.2160 1.4977
H -1.7457 -2.2313 0.9763
H -1.6735 -0.7578 1.9252
H 0.3837 -2.2997 -0.6875
H 0.6705 -3.3749 1.2977
H 0.3888 -1.8307 2.0515
H 2.3946 -2.8149 3.0013
H 2.8609 -1.4075 2.0549
H 3.3130 -4.3263 1.4473
H 4.4247 -2.9752 1.3032
H 2.3485 -3.9604 -0.6552
H 3.9589 -3.3271 -0.9678
H 2.3030 -1.7447 -1.7901
H 3.1713 0.0327 -0.6978
*
```



CH5NO3P2 in the gas phase in a non-equilibrium geometry, computed with ωB97M-V/def2-TZVPD.

Summary:
Total energy (eV): -27326.5248
Orbital gap (eV): 9.1456
SMILES string: N#CO[PH3]P(O)O
Highest occupied orbital energy (Ha): -0.329

```
! RIJCOSX wB97M-V def2-TZVPD def2/J DEFGRID3
* xyz 0 1
N 3.1340 -1.2423 0.9540
C 2.7678 -0.2823 0.4225
O 2.1856 0.7851 0.1264
P 0.4264 0.5377 -0.2746
P -1.7388 0.2640 -0.8476
O -2.5941 0.9600 0.3676
O -2.0310 -1.3470 -0.5822
H 0.6676 1.1609 -1.5051
H 0.1049 1.3201 0.8593
H 0.6595 -0.8690 -0.1833
H -2.3952 0.5206 1.1998
H -1.1868 -1.8077 -0.5369
*
```



A molecular structure, C30H25F6MoN2OPSe in a non-equilibrium geometry, computed with ωB97M-V/def2-TZVPD.

Summary:
Total energy (eV): -129318.9911
Orbital gap (spin up / spin down) (eV): 5.5744 / 3.8031
Highest occupied orbital energy (spin up / spin down) (Ha): -0.525 / -0.524

```
! RIJCOSX wB97M-V def2-TZVPD def2/J DEFGRID3
* xyz 2 3
Mo -15.4949 1.4350 -9.1200
C -11.6868 2.0972 -13.9739
C -12.5975 3.0154 -13.4163
C -13.7711 2.5302 -12.8077
C -14.0668 1.1552 -12.7385
C -13.1617 0.2908 -13.3478
C -12.0143 0.7484 -14.0022
P -15.2536 0.3431 -11.6484
C -16.0178 -0.9251 -12.7490
C -16.0891 -0.8004 -14.1476
C -16.8158 -1.7680 -14.8409
C -17.6596 -2.6823 -14.2429
C -17.5665 -2.7985 -12.8572
C -16.5801 -1.9993 -12.1578
C -16.4531 1.6803 -11.7662
C -16.9593 2.1035 -13.0385
C -17.6115 3.3091 -13.0728
C -17.8497 3.9759 -11.8682
C -17.3018 3.5585 -10.6244
C -16.5970 2.3734 -10.5719
H -10.7813 2.4954 -14.4361
H -12.4915 4.0564 -13.5403
H -14.4781 3.2300 -12.3999
H -13.3750 -0.7974 -13.5429
H -11.3190 0.0371 -14.4078
H -15.5931 0.0317 -14.6405
H -16.6030 -1.8342 -15.9261
H -18.3267 -3.3417 -14.8851
H -18.0087 -3.6449 -12.3501
H -16.3371 -2.1880 -11.1491
H -16.5417 1.6261 -13.9644
H -18.1192 3.7016 -13.9804
H -18.5195 4.8389 -11.9600
H -17.5752 4.0588 -9.7396
C -19.0163 2.4525 -6.6524
N -18.0864 1.3645 -6.9409
C -16.8633 1.4186 -7.5312
Se -13.4283 2.5075 -9.0628
N -16.3697 0.1543 -7.6865
C -17.2309 -0.7151 -6.9408
C -17.0818 -2.1254 -6.8040
C -18.0856 -2.7620 -6.0843
C -19.2521 -2.0127 -5.6741
C -19.4463 -0.6541 -6.0936
C -18.3444 0.0134 -6.5412
H -19.4836 2.4285 -5.6689
H -19.8318 2.4310 -7.4083
H -18.4211 3.3609 -6.8398
H -19.2951 -5.3536 -9.3635
H -16.3206 -2.7674 -7.2877
H -18.0721 -3.7650 -5.7386
H -20.0764 -2.4902 -5.1886
H -20.4827 -0.2091 -6.1954
C -17.4808 -7.3572 -9.5309
C -18.5228 -6.7167 -10.4388
O -18.6419 -5.3393 -10.0107
C -19.8935 -7.3206 -10.4316
F -20.8994 -6.4386 -10.6331
F -20.0946 -8.3320 -11.3485
F -20.1228 -7.9566 -9.2421
C -17.9938 -6.6245 -11.8874
F -16.7538 -6.0710 -11.9155
F -17.7272 -7.9225 -12.3721
F -18.7288 -5.9474 -12.7776
H -17.7769 -7.4324 -8.4872
H -16.5085 -6.9351 -9.5404
H -17.2129 -8.3521 -9.9239
*
```



5 unconnected molecules or ions with the total composition C20H49O8P in a non-equilibrium geometry, computed with ωB97M-V/def2-TZVPD.

Summary:
Total energy (eV): -47201.2494
Orbital gap (eV): 6.9069
SMILES string: C=CCO[P@](=O)(O)O[C@H](C)CCC.CC(C)O.CC(C)O.CC(C)O.CC(C)O
Highest occupied orbital energy (Ha): -0.264

```
! RIJCOSX wB97M-V def2-TZVPD def2/J DEFGRID3
* xyz 0 1
C 2.1941 -1.1601 2.0617
C 1.2548 -2.0628 2.5939
C 1.0058 -3.5032 2.0509
O 0.4485 -4.2617 3.1407
P -0.7959 -5.2461 2.7310
O -0.6489 -6.5170 3.4952
O -0.7459 -5.6277 1.1201
O -2.2711 -4.6130 3.0902
C -2.3445 -3.1609 3.0734
C -3.6642 -2.7806 3.7822
C -2.1594 -2.5614 1.6413
C -3.3705 -1.7723 1.0720
C -3.0354 -1.3212 -0.3772
H 3.2055 -0.9926 2.4717
H 1.9242 -0.5788 1.1594
H 0.6347 -1.7767 3.4638
H 1.9773 -3.9036 1.7274
H 0.3609 -3.4544 1.1523
H -1.6531 -5.8729 0.8847
H -1.5228 -2.7592 3.6980
H -3.9634 -1.7333 3.6507
H -3.4922 -2.9193 4.8682
H -4.4508 -3.5070 3.5166
H -1.8737 -3.3259 0.8911
H -1.3077 -1.8507 1.6702
H -4.3394 -2.2863 1.1650
H -3.4390 -0.8362 1.6636
H -3.8847 -0.8165 -0.8841
H -2.2066 -0.5892 -0.3260
H -2.6631 -2.1619 -0.9923
C 0.3513 -0.1351 -3.5038
C 0.2934 0.4626 -2.1064
C 0.3796 1.9802 -2.1509
O 1.3634 -0.0593 -1.3176
H 1.2963 0.1169 -3.9934
H 0.2959 -1.2241 -3.4567
H -0.4693 0.2293 -4.1255
H -0.6344 0.1630 -1.6182
H 1.3248 2.3037 -2.5963
H 0.3453 2.3951 -1.1416
H -0.4407 2.4070 -2.7315
H 2.1916 0.1972 -1.7369
C -5.1581 0.9775 -4.2490
C -5.1280 1.5351 -2.8343
C -5.0455 3.0537 -2.8409
O -4.0092 0.9958 -2.1290
H -4.2461 1.2462 -4.7899
H -5.2089 -0.1125 -4.2299
H -6.0167 1.3570 -4.8058
H -6.0234 1.2188 -2.2961
H -4.1298 3.3890 -3.3368
H -5.0161 3.4398 -1.8206
H -5.9008 3.4944 -3.3562
H -3.2092 1.2668 -2.5928
C 0.0651 6.7419 -1.6694
C 1.0780 5.8362 -2.3527
C 2.3807 6.5705 -2.6302
O 0.5327 5.3490 -3.5795
H -0.1798 7.5974 -2.3056
H -0.8664 6.2037 -1.4856
H 0.4462 7.1148 -0.7170
H 1.2742 4.9660 -1.7236
H 2.2108 7.4204 -3.2975
H 3.0930 5.9107 -3.1282
H 2.8323 6.9384 -1.7071
H 0.3545 6.1084 -4.1440
C 7.8397 -1.4316 2.8916
C 6.4413 -1.5077 3.4841
C 6.1072 -2.9212 3.9353
O 5.4850 -1.0740 2.5160
H 7.9224 -2.0759 2.0115
H 8.0623 -0.4144 2.5650
H 8.5943 -1.7377 3.6183
H 6.3648 -0.8248 4.3318
H 6.1338 -3.6137 3.0889
H 5.0987 -2.9625 4.3503
H 6.8106 -3.2715 4.6927
H 5.5395 -1.6681 1.7593
*
```



A molecular structure, C26H62FeGeN10Se, computed with ωB97M-V/def2-TZVPD.

Summary:
Total energy (eV): -199105.7162
Orbital gap (spin up / spin down) (eV): 8.3873 / 8.3867
Highest occupied orbital energy (spin up / spin down) (Ha): -0.465 / -0.465

```
! RIJCOSX wB97M-V def2-TZVPD def2/J DEFGRID3
* xyz 2 1
Fe 0.0306 0.6042 0.0552
C 0.0613 1.9818 -2.3652
N 0.7342 3.1503 -1.8459
C 1.8650 3.6230 -2.6309
C 0.5766 3.4661 -0.5315
N 0.0642 2.5549 0.2513
C -0.5932 2.8870 1.5042
C -0.0913 1.9392 2.5747
N 0.0279 0.5520 2.0362
C -1.1356 -0.2707 2.4356
C -2.3518 0.2035 1.6628
N -1.9711 0.3142 0.2405
C -2.9408 0.2080 -0.6503
N -2.6962 -0.2700 -1.8996
C -3.3260 0.3034 -3.0813
C -1.6134 -1.1885 -2.1700
N -4.2284 0.5311 -0.3781
C -4.5757 1.6486 0.4853
C -5.3571 -0.1800 -0.9679
C 1.3136 -0.0696 2.4213
C 2.4204 0.5260 1.5748
N 2.0585 0.4238 0.1513
C 3.0637 0.3688 -0.6963
N 4.2899 0.8767 -0.3779
C 5.5326 0.1759 -0.6668
C 4.4338 2.2157 0.1642
N 2.9412 -0.2256 -1.9131
C 2.0670 -1.3564 -2.1575
C 3.8011 0.1085 -3.0383
N 0.9609 4.7106 -0.1369
C 0.7555 5.8893 -0.9690
C 1.6193 4.9543 1.1347
H -0.0628 2.0797 -3.4445
H -0.9276 1.8829 -1.9143
H 0.6564 1.0710 -2.1889
H 2.4543 2.7702 -2.9708
H 2.5043 4.2601 -2.0274
H 1.5328 4.1824 -3.5067
H -1.6675 2.7545 1.3607
H -0.4414 3.9178 1.8141
H -0.7513 1.9350 3.4442
H 0.8915 2.2628 2.9186
H -1.2946 -0.2104 3.5164
H -0.9116 -1.3057 2.1756
H -2.7006 1.1502 2.0821
H -3.1666 -0.5136 1.7905
H -3.9656 1.1357 -2.8049
H -3.9191 -0.4411 -3.6146
H -2.5537 0.6755 -3.7600
H -1.3657 -1.7574 -1.2776
H -0.7170 -0.6784 -2.5332
H -1.9284 -1.8854 -2.9488
H -3.7320 2.3302 0.5694
H -4.8858 1.3273 1.4819
H -5.4046 2.1927 0.0316
H -5.0186 -1.1113 -1.4134
H -5.8687 0.4173 -1.7251
H -6.0718 -0.4134 -0.1782
H 1.2260 -1.1391 2.2275
H 1.5121 0.0697 3.4886
H 3.3582 0.0039 1.7813
H 2.5745 1.5692 1.8726
H 5.3236 -0.8431 -0.9823
H 6.1346 0.1330 0.2425
H 6.1206 0.6771 -1.4394
H 3.4685 2.7196 0.1727
H 5.1128 2.7915 -0.4704
H 4.8433 2.2057 1.1773
H 1.4974 -1.6059 -1.2660
H 2.6642 -2.2274 -2.4420
H 1.3860 -1.1474 -2.9858
H 4.3361 1.0342 -2.8520
H 3.1818 0.2338 -3.9294
H 4.5256 -0.6825 -3.2445
H 0.1213 5.6430 -1.8163
H 1.6982 6.3027 -1.3340
H 0.2553 6.6577 -0.3776
H 1.8821 4.0102 1.6093
H 0.9965 5.5355 1.8191
H 2.5384 5.5184 0.9605
C -0.6225 -5.7045 3.1719
Ge -1.9083 -5.3373 1.7508
C -2.9296 -6.9219 1.2653
C -3.0587 -3.8342 2.2544
C -0.9463 -4.7015 0.1383
Se 0.2177 -3.1794 0.5132
C 1.8776 -4.1285 0.8516
H -1.1512 -5.9416 4.0948
H 0.0101 -4.8360 3.3612
H 0.0092 -6.5567 2.9209
H -3.5125 -7.2785 2.1136
H -2.2595 -7.7228 0.9538
H -3.6158 -6.7096 0.4457
H -3.5299 -4.0032 3.2219
H -3.8457 -3.6854 1.5133
H -2.4646 -2.9203 2.3228
H -1.6702 -4.3465 -0.5979
H -0.3409 -5.4655 -0.3487
H 1.7499 -4.8048 1.6920
H 2.6376 -3.3879 1.0942
H 2.1752 -4.6787 -0.0371
*
```



C3H6N2S in the gas phase in a non-equilibrium geometry, computed with ωB97M-V/def2-TZVPD.

Summary:
Total energy (eV): -17022.8000
Orbital gap (eV): 7.9682
SMILES string: [H]/N=C(/N)C(C)=S
Highest occupied orbital energy (Ha): -0.340

```
! RIJCOSX wB97M-V def2-TZVPD def2/J DEFGRID3
* xyz 0 1
C 0.8138 1.4704 0.1336
C 0.7258 -0.0010 -0.1439
C -0.6518 -0.5315 -0.0931
H 0.8412 2.1357 -0.6858
H 1.7073 1.7009 0.6490
H 0.0421 1.9250 0.7472
H -1.5538 -2.4467 -0.0788
H 0.1163 -2.4832 0.2070
H -1.5648 1.0537 -0.4926
N -0.7351 -1.9369 0.2099
N -1.7928 0.1017 -0.2812
S 2.0519 -0.9881 -0.1713
*
```



9 unconnected molecules or ions with the total composition C16H50O17 in a non-equilibrium geometry, computed with ωB97M-V/def2-TZVPD.

Summary:
Total energy (eV): -52206.1549
Orbital gap (eV): 10.1672
SMILES string: OCCO.OCCO.OCCO.OCCO.OCCO.OCCO.OCCO.OCCO.O
Highest occupied orbital energy (Ha): -0.359

```
! RIJCOSX wB97M-V def2-TZVPD def2/J DEFGRID3
* xyz 0 1
O -3.2569 -2.5634 -0.8031
H -2.8573 -1.7010 -0.4577
H -4.1988 -2.4071 -0.7792
C 3.9480 0.0064 1.6039
C 4.6088 -1.3606 1.8884
O 3.6301 -2.3825 1.8935
O 3.2839 -0.1104 0.3494
H 4.6274 0.8373 1.5475
H 3.1743 0.2435 2.3868
H 5.0331 -1.3314 2.8214
H 5.3642 -1.5366 1.1539
H 3.2601 -2.3731 1.0014
H 2.6462 0.5657 0.1154
C 0.6775 1.0286 3.7407
C 0.0910 2.4202 3.9529
O -0.1647 2.9580 2.7310
O -0.2231 0.1710 3.0626
H 1.0452 0.6582 4.7342
H 1.6306 1.1993 3.1788
H 0.7223 2.9601 4.6675
H -0.7930 2.2191 4.5300
H -0.7374 3.7084 2.6731
H 0.2076 -0.6966 3.0300
C 0.0055 -3.4512 2.3960
C 0.0977 -3.0868 0.8715
O 1.2476 -3.6399 0.2194
O 0.9325 -2.6046 3.0744
H 0.3334 -4.4890 2.5650
H -1.0128 -3.3559 2.7854
H 0.2609 -1.9987 0.7548
H -0.7670 -3.3515 0.3226
H 1.0434 -4.5110 -0.1988
H 1.8215 -2.8398 2.7803
C -4.3941 1.9075 -1.9936
C -4.7103 2.1369 -0.4642
O -4.1246 1.0668 0.2223
O -3.0182 2.0639 -2.2993
H -4.9954 2.5439 -2.6059
H -4.7074 0.8718 -2.1746
H -5.7735 1.9060 -0.3644
H -4.4569 3.1536 -0.0787
H -3.1860 1.0895 0.1317
H -2.7847 1.6673 -3.1380
C 1.1000 5.4353 0.0093
C 0.1035 5.3561 -1.1095
O -1.1282 4.6697 -0.6798
O 1.8051 4.2160 0.1999
H 0.6257 5.7025 0.9788
H 1.8830 6.1719 -0.1386
H 0.4427 4.8936 -1.9928
H -0.0085 6.3790 -1.4743
H -1.3027 4.0398 -1.3712
H 1.2126 3.4923 0.2309
C -2.3303 -6.2730 -1.7854
C -1.8145 -7.5925 -1.1974
O -2.4389 -7.9619 0.0672
O -1.7932 -5.1040 -1.2167
H -3.4049 -6.2473 -1.6178
H -2.2082 -6.3274 -2.8890
H -0.7305 -7.5671 -1.0917
H -2.0781 -8.3507 -1.9395
H -2.0052 -7.4008 0.6984
H -2.4103 -4.4025 -1.1854
C 2.6280 2.6666 -3.5012
C 3.4725 1.7332 -2.6538
O 2.6308 0.6510 -2.3256
O 2.4926 2.1112 -4.7979
H 3.0833 3.7146 -3.6039
H 1.6924 2.7025 -3.0697
H 3.7481 2.2877 -1.8026
H 4.3725 1.4344 -3.2046
H 3.1822 -0.0606 -2.0002
H 2.1663 2.8332 -5.3408
C -0.7975 0.1405 -0.6873
C -0.5059 1.6835 -0.5052
O 0.5324 1.8535 0.3824
O -1.7874 -0.2718 0.2854
H 0.0997 -0.4608 -0.5865
H -1.2310 -0.0255 -1.6731
H -1.4368 2.2179 -0.2377
H -0.1218 2.0531 -1.4371
H 0.1599 2.0669 1.2819
H -1.4303 -0.0517 1.1535
*
```